Molecular formula: C3H6N2O
Method: DFT, ωB97M-V/def2-TZVPD

The orbital gap is 10.77 eV. The net charge is 0. The value obtained for the LUMO energy is 0.9083 eV. As for the electronic energy: -302.5987 Eh. The calculation puts the HOMO energy at -9.86 eV.

Element x y z (Å)
N (1.86, -0.23, -0.32)
C (0.96, 0.50, 0.23)
O (1.52, 1.66, 0.57)
C (-0.48, 0.23, 0.47)
C (-1.32, -0.20, -0.68)
N (-0.84, -1.17, 0.29)
H (2.40, 1.23, 0.17)
H (1.69, -1.18, -0.57)
H (-0.97, 0.81, 1.25)
H (-0.87, -0.28, -1.67)
H (-2.37, 0.08, -0.67)
H (-1.57, -1.45, 0.94)

Molecular formula: C3H6N2O
Method: DFT, ωB97M-V/def2-TZVPD

The orbital gap is 10.80 eV. The net charge is 0. The value obtained for the LUMO energy is 0.6410 eV. As for the electronic energy: -302.6377 Eh. The calculation puts the HOMO energy at -10.16 eV.

Element x y z (Å)
N (0.43, -0.19, 1.41)
C (-0.39, -0.35, 0.22)
C (0.00, 0.69, -0.85)
O (0.29, 1.94, -0.28)
C (-0.29, -1.70, -0.39)
N (-0.19, -2.75, -0.86)
H (0.67, -1.09, 1.83)
H (1.28, 0.31, 1.18)
H (-1.45, -0.21, 0.49)
H (0.92, 0.36, -1.34)
H (-0.79, 0.74, -1.61)
H (-0.48, 2.26, 0.19)

Molecular formula: C3H6N2O
Method: DFT, ωB97M-V/def2-TZVPD

The orbital gap is 10.45 eV. The net charge is 0. The value obtained for the LUMO energy is 0.8604 eV. As for the electronic energy: -302.6543 Eh. The calculation puts the HOMO energy at -9.59 eV.

Element x y z (Å)
C (1.00, 1.56, -0.91)
N (0.43, 0.58, -0.04)
C (-0.58, -0.09, -0.39)
N (-1.05, -1.11, 0.44)
C (-0.31, -1.50, 1.54)
O (-0.58, -2.45, 2.24)
H (1.98, 1.21, -1.26)
H (0.39, 1.79, -1.79)
H (1.18, 2.48, -0.35)
H (-1.16, 0.04, -1.31)
H (-1.85, -1.67, 0.18)
H (0.56, -0.84, 1.66)

Molecular formula: C3H6N2O
Method: DFT, ωB97M-V/def2-TZVPD

The orbital gap is 11.37 eV. The net charge is 0. The value obtained for the LUMO energy is 0.7138 eV. As for the electronic energy: -302.5797 Eh. The calculation puts the HOMO energy at -10.65 eV.

Element x y z (Å)
N (0.52, 1.11, 0.69)
C (0.43, -0.25, 0.29)
C (-0.88, -0.48, -0.49)
O (-1.96, -0.45, 0.42)
C (1.66, -0.44, -1.49)
N (1.81, -0.83, -0.37)
H (1.29, 1.26, 1.33)
H (0.59, 1.76, -0.08)
H (0.42, -0.90, 1.14)
H (-1.02, 0.26, -1.30)
H (-0.88, -1.47, -0.95)
H (-1.97, 0.43, 0.82)

Molecular formula: C3H6N2O
Method: DFT, ωB97M-V/def2-TZVPD

The orbital gap is 8.10 eV. The net charge is 0. The value obtained for the LUMO energy is -1.0960 eV. As for the electronic energy: -302.6057 Eh. The calculation puts the HOMO energy at -9.20 eV.

Element x y z (Å)
C (-0.77, 0.22, -1.46)
N (-0.10, -1.05, -1.23)
C (1.38, 0.41, 1.31)
N (2.36, 0.58, 0.73)
C (0.13, 0.21, 2.08)
O (-0.60, -0.72, 1.90)
H (-0.56, 1.02, -0.71)
H (-1.86, 0.06, -1.47)
H (-0.49, 0.62, -2.44)
H (-0.35, -1.42, -0.32)
H (0.91, -0.91, -1.23)
H (-0.06, 0.99, 2.84)

Molecular formula: C3H6N2O
Method: DFT, ωB97M-V/def2-TZVPD

The orbital gap is 10.14 eV. The net charge is 0. The value obtained for the LUMO energy is 0.9642 eV. As for the electronic energy: -302.5156 Eh. The calculation puts the HOMO energy at -9.17 eV.

Element x y z (Å)
O (2.02, -0.69, 1.04)
N (1.42, 0.53, 0.71)
C (0.46, 0.29, -0.07)
C (-0.60, 1.23, -0.47)
N (-1.56, -0.09, 0.09)
C (-0.36, -0.94, -0.18)
H (2.61, -0.48, 1.77)
H (-0.97, 1.25, -1.48)
H (-0.34, 2.29, -0.20)
H (-2.25, -0.31, -0.64)
H (-0.33, -1.41, -1.17)
H (-0.09, -1.67, 0.59)

Molecular formula: C3H6N2O
Method: DFT, ωB97M-V/def2-TZVPD

The orbital gap is 9.47 eV. The net charge is 0. The value obtained for the LUMO energy is 0.0516 eV. As for the electronic energy: -302.6011 Eh. The calculation puts the HOMO energy at -9.42 eV.

Element x y z (Å)
C (1.54, -0.36, 0.07)
N (0.49, 0.61, 0.16)
C (-0.67, 0.06, -0.26)
N (-0.75, -1.08, -0.87)
C (-1.91, 0.73, 0.20)
O (-1.91, 1.86, 0.65)
H (2.32, -0.13, 0.82)
H (2.00, -0.39, -0.92)
H (0.82, -1.32, 0.01)
H (0.46, 1.37, 0.82)
H (-0.06, -1.25, -1.60)
H (-2.82, 0.13, 0.04)

Molecular formula: C3H6N2O
Method: DFT, ωB97M-V/def2-TZVPD

The orbital gap (alpha / beta) is 8.57 / 8.57 eV. The net charge is 0. The value obtained for the LUMO energy (alpha / beta) is 0.7725 / 0.7725 eV. As for the electronic energy: -302.5098 Eh. The calculation puts the HOMO energy (alpha / beta) at -7.80 / -7.80 eV.

Element x y z (Å)
C (0.29, 0.32, 0.09)
C (-1.72, -0.45, -0.24)
C (1.76, 0.47, 0.08)
N (-1.41, 0.87, -0.75)
N (-0.33, -0.91, 0.02)
O (-0.47, 1.34, 0.39)
H (-0.03, -1.68, 0.61)
H (-2.19, -1.03, -1.04)
H (-2.33, -0.47, 0.67)
H (2.27, -0.47, 0.33)
H (2.08, 1.26, 0.76)
H (2.07, 0.76, -0.93)

Molecular formula: C3H6N2O
Method: DFT, ωB97M-V/def2-TZVPD

The orbital gap is 11.49 eV. The net charge is 0. The value obtained for the LUMO energy is 0.6077 eV. As for the electronic energy: -302.6042 Eh. The calculation puts the HOMO energy at -10.88 eV.

Element x y z (Å)
N (-0.97, -0.32, 0.18)
C (-1.06, 0.15, -1.19)
C (-0.03, 0.69, -0.26)
O (0.88, -0.80, 2.05)
C (1.36, 0.32, -0.51)
N (2.45, 0.17, -0.87)
H (0.15, -1.08, 1.46)
H (-1.69, 0.10, 0.77)
H (-0.75, -0.60, -1.91)
H (-1.87, 0.81, -1.47)
H (-0.12, 1.69, 0.15)
H (1.66, -1.13, 1.59)

Molecular formula: C3H6N2O
Method: DFT, ωB97M-V/def2-TZVPD

The orbital gap (alpha / beta) is 7.69 / 7.64 eV. The net charge is 0. The value obtained for the LUMO energy (alpha / beta) is 0.0050 / 0.2534 eV. As for the electronic energy: -302.5531 Eh. The calculation puts the HOMO energy (alpha / beta) at -7.68 / -7.38 eV.

Element x y z (Å)
C (1.91, 0.18, 0.31)
N (0.66, 0.68, 0.23)
C (-0.46, 0.05, -0.17)
N (-0.39, -1.25, -0.66)
C (-1.73, 0.73, -0.16)
O (-2.78, 0.19, -0.46)
H (2.16, -0.82, 0.01)
H (2.68, 0.92, 0.48)
H (0.83, 1.00, 1.20)
H (-1.34, -1.59, -0.82)
H (0.13, -1.90, -0.08)
H (-1.69, 1.80, 0.13)

Molecular formula: C3H6N2O
Method: DFT, ωB97M-V/def2-TZVPD

The orbital gap is 9.96 eV. The net charge is 0. The value obtained for the LUMO energy is 0.8952 eV. As for the electronic energy: -302.6303 Eh. The calculation puts the HOMO energy at -9.06 eV.

Element x y z (Å)
C (0.30, -0.65, 0.71)
C (1.07, 0.46, 0.82)
N (1.69, 0.58, -0.44)
C (1.13, -0.35, -1.26)
N (0.22, -1.05, -0.63)
H (-0.15, -1.41, 1.33)
H (1.07, 1.34, 1.44)
H (2.58, 1.04, -0.44)
H (1.58, -0.55, -2.22)
H (-3.17, 0.00, -0.52)
H (-3.00, 0.03, 0.98)
O (-3.32, 0.56, 0.24)

Molecular formula: C3H6N2O
Method: DFT, ωB97M-V/def2-TZVPD

The orbital gap is 8.70 eV. The net charge is 0. The value obtained for the LUMO energy is 0.9248 eV. As for the electronic energy: -302.4629 Eh. The calculation puts the HOMO energy at -7.78 eV.

Element x y z (Å)
C (0.83, -0.83, -0.04)
C (1.86, 0.05, -0.13)
C (-1.56, -0.43, -0.08)
N (0.19, 1.30, 0.90)
N (-0.28, -0.38, 0.61)
O (1.45, 1.35, 0.20)
H (0.90, -1.84, -0.13)
H (2.88, 0.06, -0.78)
H (-1.46, -0.92, -1.02)
H (-2.37, -0.89, 0.50)
H (-1.91, 0.69, -0.29)
H (-0.54, 1.83, 0.27)

Computed values of relative energy (zero: lowest compared OMol25 entry of this formula, charge and spin) (unit: kcal per mole) for the preceding records, in sequence: 59.2 34.7 24.3 71.1 54.8 111.4 57.7 115.0 55.8 87.8 39.4 144.4.
Computed values of strongest force on any atom (unit: hartree/bohr) for the preceding records, in sequence: 0.0454 0.0210 0.0084 0.0309 0.0220 0.0363 0.0571 0.0159 0.0264 0.0443 0.0398 0.0783.